1.
{
  "formula": "C5H14O3",
  "method": "ωB97M-V/def2-TZVPD",
  "largest_force_ha_per_bohr": 0.0368,
  "energy_ev": -11553.170,
  "smiles": "C=CCCCO.O.O",
  "e_lumo_ha": 0.025,
  "total_charge": 0,
  "elements": ["C", "O", "C", "C", "C", "C", "H", "H", "H", "H", "H", "H", "H", "H", "H", "H", "H", "H", "O", "H", "H", "O"],
  "xyz": [[-0.8176, 0.5599, -0.7179], [-1.8336, 1.3445, -0.1121], [0.6180, 1.0555, -0.5071], [0.8784, 1.2781, 1.0138], [0.5851, -0.0025, 1.7667], [-0.1961, -0.1409, 2.8281], [-0.9639, -0.4067, -0.2563], [-0.9494, 0.4755, -1.8030], [-1.7406, 2.2859, -0.2566], [1.0641, 1.8642, -1.0910], [1.2662, 0.2343, -0.8141], [1.9087, 1.5516, 1.2514], [0.1356, 1.9693, 1.4160], [0.9652, -0.9215, 1.3266], [-0.5073, -1.0677, 3.2891], [-0.6034, 0.7329, 3.3355], [-4.5179, 0.4451, -1.1918], [-3.6136, -0.0536, -0.0639], [-4.3618, -0.3180, -0.6258], [5.5105, -3.7901, -2.2222], [5.4116, -2.4041, -2.3220], [4.9061, -3.1651, -2.6501]]
}

***

2.
{
  "formula": "CH3NO",
  "method": "ωB97M-V/def2-TZVPD",
  "largest_force_ha_per_bohr": 0.0756,
  "energy_ev": -4620.252,
  "smiles": "C=NO",
  "e_lumo_ha": 0.029,
  "total_charge": 0,
  "elements": ["C", "H", "H", "H", "N", "O"],
  "xyz": [[0.7167, -0.0509, -0.1187], [-1.2358, 0.7619, 0.2551], [0.5383, 1.0675, -0.0037], [1.6971, -0.6432, -0.0257], [-0.2324, -0.9087, 0.0060], [-1.4839, -0.2266, -0.1130]]
}